Entry 1:
# C27H44F6OP2Ti

A structure of composition C27H44F6OP2Ti at a distorted geometry (ωB97M-V/def2-TZVPD, the Open Molecules 2025 dataset).

Values from the calculation:
2S+1: 2
total charge: +1
relative energy (zero: lowest compared OMol25 entry of this formula, charge and spin): 2.723 eV
orbital gap (alpha / beta): 6.014 / 6.536 eV
total energy: -3261.4713 Eh

Each line ends with the Mulliken charge.
Element x y z (Å)
1 Ti -0.50 1.31 0.56  -0.845
2 C 1.61 1.04 -2.62  0.948
3 C 0.23 1.17 -2.45  -0.012
4 C 1.31 2.82 -1.18  1.394
5 C 2.26 2.05 -1.85  0.675
6 C -0.03 2.25 -1.48  0.752
7 C 2.29 0.14 -3.59  -1.860
8 H 1.57 -0.57 -4.02  0.280
9 H 3.08 -0.42 -3.09  0.352
10 H 2.74 0.67 -4.45  0.392
11 C 3.73 2.27 -1.90  -2.061
12 H 4.26 1.31 -1.78  0.379
13 H 4.10 2.98 -1.14  0.327
14 H 4.01 2.65 -2.89  0.430
15 C 1.52 4.24 -0.79  -1.990
16 H 1.57 4.82 -1.72  0.446
17 H 2.46 4.45 -0.28  0.497
18 H 0.73 4.68 -0.19  0.398
19 C -1.20 3.15 -1.66  -1.068
20 H -0.86 4.18 -1.88  0.360
21 H -1.89 3.20 -0.80  0.175
22 H -1.81 2.86 -2.54  0.298
23 C -0.79 0.54 -3.30  -1.596
24 H -1.51 1.27 -3.69  0.446
25 H -1.37 -0.23 -2.78  0.023
26 H -0.35 0.05 -4.18  0.370
27 C 2.27 -3.38 -0.53  -0.737
28 C 2.19 -4.08 -1.67  -0.536
29 C 0.95 -4.15 -2.47  -0.573
30 C -0.26 -4.82 -1.79  -0.804
31 C -1.22 -3.90 -1.09  -0.869
32 C -1.09 -2.55 -1.11  -0.211
33 C 0.10 -1.79 -0.56  3.437
34 C 1.11 -2.76 0.22  -0.524
35 H 1.16 -4.77 -3.37  0.473
36 H 0.13 -5.62 -1.17  0.382
37 H 0.62 -3.20 -2.94  0.094
38 H 0.54 -3.56 0.73  0.522
39 H 3.27 -3.21 -0.11  0.389
40 H 3.03 -4.69 -2.04  0.394
41 H 1.55 -2.15 1.02  0.220
42 H 0.59 -1.21 -1.35  -0.231
43 H -1.90 -1.94 -1.55  0.116
44 H -0.21 -1.00 0.18  -2.354
45 H -0.89 -5.33 -2.53  0.443
46 H -2.16 -4.39 -0.77  0.152
47 P -2.20 -1.83 1.72  1.189
48 C -2.17 -2.84 3.28  -1.468
49 C -3.89 -2.48 1.26  -1.421
50 P -2.55 1.18 1.49  1.708
51 C -2.62 -0.26 2.60  -1.724
52 C -3.85 0.99 0.21  -1.333
53 C -3.05 2.51 2.62  -1.335
54 H -1.88 -2.21 4.13  0.443
55 H -1.46 -3.66 3.18  0.364
56 H -3.15 -3.28 3.51  0.374
57 H -4.44 -2.82 2.15  0.456
58 H -3.76 -3.36 0.61  0.298
59 H -4.51 -1.75 0.72  0.295
60 H -3.70 2.10 3.40  0.464
61 H -3.58 3.28 2.06  0.408
62 H -2.15 2.95 3.08  0.278
63 H -1.79 -0.19 3.32  0.483
64 H -3.55 -0.30 3.19  0.566
65 H -3.97 1.98 -0.23  0.534
66 H -4.81 0.67 0.63  0.436
67 H -3.55 0.29 -0.58  0.283
68 C 3.07 2.27 1.63  -1.636
69 C 1.90 1.58 2.30  1.449
70 O 1.07 0.83 1.42  0.201
71 C 2.48 0.51 3.27  0.417
72 F 3.18 1.03 4.33  -0.280
73 F 1.52 -0.28 3.79  -0.209
74 F 3.33 -0.30 2.56  -0.252
75 C 1.05 2.65 3.01  0.356
76 F 1.61 3.88 3.06  -0.262
77 F -0.09 2.86 2.19  -0.107
78 F 0.59 2.34 4.23  -0.289
79 H 2.70 3.12 1.02  0.035
80 H 3.57 1.54 0.99  0.416
81 H 3.73 2.62 2.44  0.567

Entry 2:
# C27H44N6OSeTi

A structure of composition C27H44N6OSeTi at a distorted geometry (ωB97M-V/def2-TZVPD, the Open Molecules 2025 dataset).

Values from the calculation:
2S+1: 1
total charge: +4
relative energy (zero: lowest compared OMol25 entry of this formula, charge and spin): 0.803 eV
orbital gap (alpha / beta): 4.614 / 4.799 eV
total energy: -4708.5270 Eh

Each line ends with the Mulliken charge.
Element x y z (Å)
1 Ti -0.51 0.36 0.49  -0.541
2 C 1.91 -2.92 0.43  -1.347
3 C 0.79 -2.17 -0.18  0.560
4 O 0.13 -1.32 0.51  -0.121
5 N 0.45 -2.38 -1.44  0.018
6 C -0.70 -1.72 -2.05  -1.314
7 C -0.37 -0.29 -2.47  1.128
8 C -0.10 -0.01 -3.81  -0.962
9 C 0.19 1.30 -4.19  -0.473
10 C 0.18 2.29 -3.22  -0.980
11 C -0.10 1.94 -1.91  -0.223
12 N -0.35 0.67 -1.53  0.430
13 H 2.26 -2.41 1.34  0.277
14 H 2.73 -3.06 -0.27  0.492
15 H 1.58 -3.92 0.73  0.376
16 H 0.95 -3.08 -1.98  0.340
17 H -1.55 -1.74 -1.35  0.077
18 H -0.98 -2.30 -2.94  0.662
19 H -0.14 -0.79 -4.55  0.526
20 H 0.39 1.53 -5.22  0.496
21 H 0.38 3.32 -3.48  0.558
22 H -0.13 2.71 -1.13  0.598
23 C -3.95 -0.45 3.02  -1.754
24 C -2.57 0.10 2.68  1.354
25 C -1.44 -0.75 3.28  -1.230
26 C -2.44 1.55 3.15  -2.354
27 N -2.35 0.01 1.18  0.293
28 N -2.43 1.21 0.38  -0.221
29 H -4.16 -0.35 4.08  0.436
30 H -4.04 -1.51 2.78  0.494
31 H -4.74 0.10 2.50  0.438
32 H -1.47 -0.67 4.36  0.541
33 H -0.45 -0.39 2.94  0.197
34 H -1.55 -1.81 3.03  0.391
35 H -2.45 1.56 4.24  0.558
36 H -3.27 2.18 2.84  0.481
37 H -1.49 1.99 2.82  0.745
38 H -2.98 -0.73 0.84  0.461
39 H -2.85 1.99 0.92  0.232
40 H -3.04 1.09 -0.45  0.315
41 C -0.14 4.34 2.01  -0.838
42 C 1.21 4.57 2.68  0.059
43 C 1.36 3.95 4.07  -0.796
44 C 1.51 2.42 4.09  -0.075
45 N 2.76 2.01 3.49  0.660
46 C 2.96 1.56 2.24  0.152
47 Se 1.68 1.35 0.84  0.645
48 N 4.27 1.37 2.01  0.418
49 C 4.90 1.04 0.75  -0.867
50 C 5.54 2.29 0.12  -0.811
51 C 4.54 3.34 -0.34  0.210
52 C 3.80 2.98 -1.62  -1.033
53 C 4.95 1.69 3.16  0.569
54 C 6.32 1.66 3.46  -0.653
55 C 6.68 2.05 4.73  -0.832
56 C 5.73 2.46 5.68  -0.773
57 C 4.38 2.48 5.40  -0.821
58 C 4.00 2.10 4.11  0.761
59 H -0.25 5.02 1.17  0.508
60 H -0.94 4.55 2.71  0.355
61 H -0.26 3.30 1.62  -0.115
62 H 1.33 5.65 2.79  0.426
63 H 2.02 4.23 2.02  -0.230
64 H 0.49 4.21 4.68  0.501
65 H 2.23 4.39 4.55  0.435
66 H 0.70 1.93 3.53  -0.873
67 H 1.50 2.08 5.12  0.535
68 H 4.15 0.62 0.08  0.234
69 H 5.67 0.29 0.94  0.485
70 H 6.13 1.95 -0.73  0.490
71 H 6.23 2.73 0.84  0.436
72 H 5.09 4.26 -0.53  0.431
73 H 3.82 3.56 0.46  -0.270
74 H 4.52 2.75 -2.41  0.412
75 H 3.20 3.82 -1.95  0.375
76 H 3.15 2.11 -1.49  0.077
77 H 7.05 1.33 2.74  0.471
78 H 7.73 2.04 5.01  0.465
79 H 6.07 2.75 6.66  0.465
80 H 3.66 2.77 6.15  0.463

Entry 3:
# C27H45As3N4O4SSeW

A structure of composition C27H45As3N4O4SSeW (ωB97M-V/def2-TZVPD, the Open Molecules 2025 dataset).

Values from the calculation:
2S+1: 3
total charge: 0
relative energy (zero: lowest compared OMol25 entry of this formula, charge and spin): 1.352 eV
orbital gap (alpha / beta): 5.733 / 5.330 eV
total energy: -11149.5877 Eh

Each line ends with the Mulliken charge.
Element x y z (Å)
1 W -0.22 0.15 0.89  -0.119
2 C 3.39 0.78 2.39  -1.583
3 As 1.63 -0.05 2.68  0.936
4 C 1.34 0.67 4.48  -1.363
5 C 2.13 -1.86 3.26  -1.527
6 C 2.47 -2.92 2.21  2.753
7 C 3.55 -2.39 1.26  -1.868
8 C 1.25 -3.37 1.40  -1.556
9 As 0.41 -2.12 0.13  1.175
10 C -1.04 -3.33 -0.38  -1.422
11 C 1.51 -2.38 -1.48  -1.387
12 C 3.08 -4.14 2.93  -2.116
13 As 2.13 -5.39 4.15  0.299
14 C 1.10 -6.46 2.86  -1.050
15 C 0.61 -4.40 4.90  -1.027
16 H 3.70 0.68 1.35  0.350
17 H 4.15 0.33 3.03  0.426
18 H 3.32 1.84 2.63  0.574
19 H 2.20 0.46 5.11  0.436
20 H 0.45 0.21 4.91  0.347
21 H 1.18 1.74 4.41  0.411
22 H 1.30 -2.19 3.87  0.045
23 H 2.99 -1.74 3.93  0.602
24 H 3.21 -1.50 0.72  -0.085
25 H 3.83 -3.15 0.53  0.456
26 H 4.45 -2.11 1.82  0.441
27 H 0.44 -3.65 2.08  -0.088
28 H 1.51 -4.27 0.83  0.750
29 H -0.66 -4.33 -0.59  0.511
30 H -1.54 -2.93 -1.26  0.440
31 H -1.77 -3.37 0.43  0.347
32 H 1.81 -3.42 -1.58  0.415
33 H 2.38 -1.73 -1.45  0.360
34 H 0.89 -2.10 -2.34  0.442
35 H 3.94 -3.79 3.51  0.516
36 H 3.49 -4.82 2.18  0.531
37 H 1.79 -6.90 2.13  0.322
38 H 0.34 -5.89 2.34  0.236
39 H 0.63 -7.28 3.41  0.416
40 H 0.96 -3.64 5.60  0.315
41 H 0.03 -5.13 5.47  0.419
42 H -0.04 -3.95 4.15  0.226
43 C -2.30 4.85 -6.86  -1.382
44 C -1.50 4.22 -5.73  -0.295
45 S -0.20 5.34 -5.21  1.256
46 O -0.82 6.51 -4.66  -0.658
47 O 0.74 5.45 -6.29  -0.696
48 C 0.61 4.47 -3.89  -0.447
49 C -0.21 4.44 -2.61  -1.436
50 N 0.42 3.59 -1.60  0.644
51 C 0.06 2.30 -1.38  0.375
52 N 0.63 1.83 -0.27  -0.319
53 C 1.36 2.86 0.26  -0.912
54 C 1.23 3.94 -0.55  0.226
55 N 1.89 5.20 -0.42  1.078
56 O 1.83 5.97 -1.36  -0.622
57 O 2.47 5.40 0.62  -0.639
58 C -0.87 1.55 -2.26  -1.088
59 H -3.09 4.17 -7.17  0.389
60 H -1.67 5.06 -7.71  0.368
61 H -2.76 5.78 -6.53  0.356
62 H -1.01 3.30 -6.05  0.376
63 H -2.12 4.02 -4.86  0.305
64 H 1.54 5.02 -3.73  0.352
65 H 0.86 3.47 -4.25  0.387
66 H -1.21 4.04 -2.77  0.501
67 H -0.33 5.44 -2.20  0.495
68 H 1.93 2.78 1.17  0.484
69 H -1.90 1.86 -2.06  0.395
70 H -0.79 0.49 -2.02  -0.221
71 H -0.64 1.72 -3.31  0.491
72 Se -2.09 1.71 1.97  -0.181
73 C -2.21 3.01 0.62  0.264
74 N -2.27 3.75 -0.26  -0.481
75 C -2.10 -0.04 0.74  -0.318
76 C -3.45 -0.56 0.50  0.763
77 C -4.43 -0.71 1.49  -0.177
78 C -5.65 -1.29 1.20  -0.736
79 C -5.92 -1.75 -0.09  -0.430
80 C -4.97 -1.60 -1.08  -0.705
81 C -3.75 -1.00 -0.79  0.003
82 H -4.22 -0.36 2.49  0.414
83 H -6.39 -1.40 1.98  0.390
84 H -6.88 -2.20 -0.31  0.381
85 H -5.17 -1.95 -2.08  0.398
86 H -3.00 -0.88 -1.57  0.349